# 1
DFT (ωB97M-V/def2-TZVPD) results for C25H33IN4Pd as an isolated structure.

For the highest occupied orbital energy (spin up / spin down), the calculation gives -3.747 / -4.435 eV. The spin multiplicity is 3. The calculation puts the orbital gap (spin up / spin down) at 3.36 / 4.03 eV.

Structure (XYZ):
```
64
Properties=species:S:1:pos:R:3:forces:R:3
C 2.099301 -0.637765 -1.810690 -0.1 0.1 0.3
C 2.026882 -1.681936 -4.032125 0.1 0.1 0.1
C 0.665914 -0.784716 -1.632470 0.5 0.0 -0.1
C -5.535459 0.704718 3.513561 0.0 0.0 0.0
C 0.681918 -1.842029 -3.879262 -0.1 0.0 0.1
C 4.923776 -0.315195 -2.177850 0.0 0.1 0.2
H -2.010550 4.410341 -2.542131 0.0 0.0 0.0
H -5.630250 -1.444797 3.470215 0.0 0.0 0.0
H 4.632253 -1.242220 -4.070708 0.0 0.0 0.0
H -0.139196 5.839290 -3.089951 0.0 0.0 0.0
N -0.007965 5.044515 -2.468515 0.0 -0.1 0.1
H 1.539040 4.249423 -3.653825 0.0 -0.1 0.0
N 0.034283 -2.749757 1.417339 0.1 -0.1 -0.1
C 2.949618 -0.040284 -0.819605 0.0 -0.2 -0.6
C -3.186949 0.398138 1.910938 0.3 -0.1 -0.1
H 2.154414 -2.552281 1.548238 0.0 0.0 0.0
H -0.268597 -3.052110 4.762299 -0.1 0.1 0.0
C -1.308775 4.693716 -1.760324 0.2 0.1 -0.2
H 1.883689 -3.326366 3.839251 0.0 0.0 0.0
H -0.098791 3.598638 -3.989247 0.0 0.0 0.0
H 1.543191 -3.558704 0.235809 0.0 -0.1 0.0
C -1.005782 3.532877 -0.842007 0.1 0.0 0.2
C -3.949850 -0.720295 2.373727 -0.1 -0.1 0.0
H 0.097933 -2.311821 -4.664240 0.0 0.0 0.0
H -0.458318 1.570934 -1.101241 -0.2 -0.1 -0.1
H -3.625788 -1.711100 2.072083 0.0 0.0 0.0
C 4.297460 0.119353 -0.986337 0.1 0.0 -0.1
H -6.425315 0.819929 4.119116 0.0 0.0 0.0
H 0.744639 -5.244805 1.938042 0.0 0.0 -0.1
H 4.888887 0.576074 -0.204007 0.0 0.0 0.0
C -0.198821 -2.213022 2.731773 0.0 0.1 0.1
H 0.566177 -1.470648 3.035386 0.0 0.0 0.0
C 1.364098 -3.279817 1.274785 0.1 0.1 0.0
H -1.040529 -1.541365 -2.646758 0.0 0.0 0.0
C -2.025111 0.236116 1.145522 -0.3 0.1 0.2
H 1.558306 3.070107 -1.467741 0.0 0.0 0.0
C 0.614848 3.874145 -3.215364 -0.2 0.2 0.1
C -5.080394 -0.566138 3.149121 0.1 0.0 0.0
C -3.686458 1.679392 2.300478 -0.1 0.1 0.1
H -0.917651 -4.114761 3.471655 0.0 0.0 0.0
H 0.658700 5.331995 -1.748273 0.0 0.0 0.0
H -0.112871 -1.980103 0.725330 -0.2 -0.2 -0.1
H -1.633570 5.603895 -1.256705 0.0 0.0 0.1
H 5.991901 -0.184339 -2.301127 0.0 0.0 0.0
C 1.490573 -4.488195 2.174083 -0.1 0.0 0.3
H 1.272328 -4.792852 4.248313 0.0 0.0 0.0
C -0.181031 -3.352576 3.718902 0.2 -0.2 0.0
Pd -0.521753 -0.143119 -0.012353 -0.2 0.0 -0.1
C 0.797535 2.757775 -2.212513 0.1 0.0 0.0
H 1.189431 1.867160 -2.707364 0.0 0.0 0.0
N -0.481316 2.465831 -1.637237 0.0 0.0 -0.1
N 1.179960 -4.024628 3.587660 0.0 0.1 -0.1
H -3.132417 2.556628 1.983071 0.0 0.0 0.0
H -1.157628 -1.689287 2.739256 0.0 0.0 0.0
C 2.771350 -1.070058 -2.992977 0.0 -0.1 -0.2
I 2.152847 0.644052 0.973842 0.1 0.3 0.5
C 4.172366 -0.896515 -3.150754 -0.1 0.0 0.0
H 2.542615 -2.011528 -4.927221 0.0 0.0 0.0
H -5.157697 2.816855 3.343466 0.0 0.0 0.0
C -4.820642 1.821821 3.071951 0.1 0.0 0.0
H 2.488028 -4.925275 2.212139 0.0 0.0 -0.1
H -0.304068 3.883625 -0.056478 0.0 0.0 0.0
H -1.903220 3.190547 -0.324082 0.0 0.0 -0.1
C 0.032504 -1.397480 -2.705870 -0.1 0.0 -0.1
```
Forces are in eV/Å.

# 2
DFT (ωB97M-V/def2-TZVPD) results for C25H33IrN4O4Si2 as an isolated structure.

For the highest occupied orbital energy (spin up / spin down), the calculation gives -6.628 / -7.732 eV. The spin multiplicity is 5. The calculation puts the orbital gap (spin up / spin down) at 6.47 / 6.63 eV.

Structure (XYZ):
```
69
Properties=species:S:1:pos:R:3:forces:R:3
C 3.698952 0.406847 2.237866 0.0 0.0 0.0
C 2.043882 4.778314 0.957974 0.0 0.0 0.0
Ir -0.131714 0.918464 -0.526564 -0.2 -0.3 0.0
H -1.367434 -2.037608 -4.907653 0.0 0.0 0.0
H 4.777515 0.414116 2.062458 0.0 0.0 0.0
H 2.974231 4.747794 -2.301523 0.0 0.0 0.0
H 3.424564 1.522637 -0.655829 0.0 0.0 0.0
C -0.291435 -2.349562 -1.287327 -0.1 0.0 0.0
C -4.214156 1.063705 1.595565 0.0 0.0 0.0
H -1.918550 -4.405719 -4.993126 0.0 0.0 0.0
C 0.826768 -1.541978 2.983845 0.0 0.0 0.0
H -4.371797 1.305440 -1.673169 0.0 0.0 0.0
Si 2.821700 -0.404445 0.789027 0.0 0.0 0.0
H -0.498552 -5.218396 -4.333612 0.0 0.0 0.0
N 1.079836 -0.224015 0.937763 0.1 0.1 -0.1
C -1.939857 -1.383560 2.655465 0.0 0.1 -0.1
C 1.422432 2.541315 -2.602641 0.0 0.1 0.0
H -0.682837 -0.059274 -3.555471 0.0 0.0 0.0
H -4.110351 -2.141115 0.658102 0.0 0.0 0.0
H 2.804478 0.180015 -1.625653 0.0 0.0 0.0
H -3.424491 -1.962846 -0.957969 0.0 0.0 0.0
C -4.037599 -1.469382 -0.198234 0.0 0.0 0.0
C -1.397044 -4.656941 -4.071150 0.0 0.0 0.0
H -3.013858 -1.335395 2.539126 0.0 0.0 0.0
C 2.501526 4.481453 -1.367107 0.0 0.0 0.0
C -0.700783 -1.054283 -3.128229 0.0 0.0 0.0
C 1.203854 3.682008 0.881062 0.0 0.0 0.1
C 0.377110 3.234088 2.048015 0.1 0.0 0.0
H -3.040939 2.296172 -1.062074 0.0 0.0 0.0
H 2.787750 -2.836070 1.419999 0.0 0.0 0.0
H 3.373846 1.446693 2.332104 0.0 0.0 0.0
C -3.348561 1.273544 -1.288332 0.0 0.0 0.0
H 2.906318 -2.598264 -0.324975 0.0 0.0 0.0
H -4.289308 0.488423 2.518496 0.0 0.0 0.0
H 2.158542 5.302185 1.894817 0.0 0.0 0.0
O 1.923121 2.923873 -3.645807 0.0 0.0 0.0
H -0.585811 -4.459040 -1.458217 0.0 0.0 0.0
C 3.249102 -2.225288 0.643455 0.0 0.0 0.0
H -3.705942 2.001979 1.830170 0.0 0.0 0.0
O -0.557004 2.485579 1.967372 0.0 0.0 0.0
N -1.589762 -0.035070 0.655924 0.1 0.2 -0.1
C 0.323232 -0.807248 1.867520 0.0 0.0 0.1
H 4.330327 -2.373155 0.691892 0.0 0.0 0.0
C 1.659688 3.374045 -1.347533 0.0 0.0 0.0
H 0.190266 3.450528 3.894174 0.0 0.0 0.0
C -0.630361 -3.503881 -1.966117 0.0 0.0 0.0
H 0.009910 -2.380264 -0.246942 0.0 0.0 0.0
N -0.327335 -1.143480 -1.853334 0.1 0.1 -0.1
H 0.407037 -2.699076 4.714855 0.0 0.0 0.0
C -1.118324 -0.716372 1.704216 -0.1 -0.1 0.1
C 3.418021 0.436750 -0.760856 0.0 0.0 0.0
H -2.060703 -2.572578 4.408976 0.0 0.0 0.0
C -0.004862 -2.154010 3.875572 0.0 0.0 0.0
Si -3.273584 0.190501 0.230362 0.0 -0.1 0.0
C -1.064398 -2.162829 -3.876185 0.0 0.0 0.0
H 3.518106 -0.083929 3.194484 0.0 0.0 0.0
H -5.040942 -1.339118 -0.610332 0.0 0.0 0.0
O 0.784666 3.784446 3.205701 0.0 0.0 0.0
C 2.706752 5.181548 -0.196025 0.0 0.0 0.0
H -2.033695 -5.314175 -3.478762 0.0 0.0 0.0
H 4.444304 0.122333 -0.967922 0.0 0.0 0.0
C -1.405301 -2.077191 3.703950 0.0 0.0 0.0
C -1.033226 -3.424100 -3.296701 0.0 0.0 0.0
N 1.034298 2.984437 -0.243995 0.0 -0.1 0.0
H -5.228048 1.301980 1.265252 0.0 0.0 0.0
H -2.706053 0.893026 -2.085820 0.0 0.0 0.0
H 1.896899 -1.605101 3.125602 0.0 0.0 0.0
O 0.697477 1.503051 -2.421490 0.0 0.1 -0.1
H 3.368108 6.037465 -0.174483 0.0 0.0 0.0
```
Forces are in eV/Å.

# 3
DFT (ωB97M-V/def2-TZVPD) results for C25H33IrO7 as an isolated structure at a distorted geometry.

As for the net charge: -1. For the highest occupied orbital energy (spin up / spin down), the calculation gives -2.605 / -4.097 eV. The spin multiplicity is 6. The calculation puts the orbital gap (spin up / spin down) at 4.91 / 6.40 eV. The calculation puts the relative energy (zero: lowest compared OMol25 entry of this formula, charge and spin) at 0.0 kJ/mol.

Structure (XYZ):
```
66
Properties=species:S:1:pos:R:3:forces:R:3
H 2.524044 0.248655 -2.007388 0.2 0.3 -0.1
C 1.109695 -0.948392 1.945671 0.4 -0.2 0.7
H 1.362750 -5.721743 -1.956181 0.0 -0.1 0.0
H 4.165668 -1.040007 -8.626972 0.0 0.0 -0.1
H 2.239910 -4.719066 -0.811864 0.1 0.0 0.1
H 3.026878 -3.618592 -4.951137 0.0 -0.1 -0.1
C 2.052605 -0.127385 1.317097 0.9 -0.1 0.6
C 0.365877 1.198083 2.096840 0.2 0.4 0.3
H 2.107059 -2.146763 -4.684893 -0.1 0.1 0.0
H 1.134138 -2.022198 1.996316 0.0 -0.1 -0.1
H 6.617751 -0.475551 -5.848039 0.0 0.0 -0.1
H -3.867646 -1.216977 0.891652 0.5 -0.1 0.4
H 0.208073 -3.568421 -4.248037 0.0 -0.1 -0.1
H -2.471705 -0.197194 1.378312 -0.2 -0.2 0.0
H 4.426850 -0.228838 -2.946757 0.0 0.1 0.0
C -1.718427 1.662374 -0.239190 -0.6 0.2 0.1
O 5.358076 -4.011254 -4.680154 0.1 0.6 0.0
C -1.959881 0.732418 -1.272055 -0.7 0.0 -0.2
O 4.219148 -1.350202 -6.632251 0.0 0.2 -0.2
C -1.972500 -2.195972 0.779020 1.2 -5.2 -1.6
C -0.492547 2.298711 -0.514298 -0.1 0.5 -0.2
H 3.393992 -1.992513 -1.086629 0.0 0.0 0.1
C 4.235533 -1.901217 -4.345795 0.1 0.0 0.0
C -2.888469 -1.207781 1.414128 -0.5 0.7 0.5
H 6.366988 -0.285904 -4.096404 -0.1 0.0 0.1
H 2.932741 -0.462191 0.797323 0.0 0.0 -0.1
C 1.369495 -4.736472 -1.467712 -0.1 0.0 0.1
H -0.036498 3.075990 0.071308 0.1 0.0 0.1
H 0.476175 -4.683071 -0.848671 -0.1 0.0 0.1
O -2.331998 -3.458481 0.780792 0.8 4.3 0.3
H 1.551990 -0.700623 -3.113499 -0.1 0.1 -0.3
H 2.077024 2.057156 0.947621 0.0 0.1 0.0
H -0.748684 0.142938 -3.020541 0.0 -0.1 0.0
H -3.044307 -1.480277 2.478710 0.0 0.0 -0.7
H -0.706304 -3.745011 -2.747510 -0.1 -0.1 0.1
O -0.829312 -1.870784 0.200119 -3.2 -2.0 1.1
C 2.936599 -2.746435 -4.314454 0.0 0.0 -0.2
C 2.045061 -0.730266 -2.134849 -0.5 0.6 1.1
H -2.355935 1.839273 0.610072 -0.1 0.1 0.0
C 4.030103 -0.833534 -5.401603 -0.1 0.5 0.2
C 0.165901 -3.275244 -3.191384 -0.1 0.2 -0.1
H 0.986028 1.984421 -2.138307 0.0 0.0 0.0
H 3.492030 -3.828807 -2.580259 0.0 -0.1 -0.1
C 1.582367 1.196016 1.363913 0.4 0.4 0.4
Ir 0.000000 0.000000 0.000000 -2.2 4.5 3.1
H 5.272154 -1.681122 -2.437971 0.2 -0.1 0.0
C 1.400599 -3.637970 -2.460136 0.1 -0.2 -0.1
C 6.893291 -0.846207 -4.862909 -0.1 -0.2 0.0
C 3.948304 -0.466168 -7.733946 0.0 -0.1 0.3
H -0.021553 -2.198782 -3.180093 0.0 0.1 0.1
O 1.118451 -0.936302 -1.119164 3.7 -4.6 -4.4
O 3.674237 0.305095 -5.198120 0.3 -0.6 -0.3
H 2.907050 -0.154914 -7.723814 -0.1 0.0 0.0
H -2.795687 0.060857 -1.328033 -0.1 -0.1 0.0
O 6.667775 -2.256194 -4.771353 0.0 0.1 0.0
C 0.041586 1.732856 -1.686343 -0.1 0.6 -0.9
H 7.961387 -0.715835 -4.723562 0.1 0.0 0.0
C 5.436948 -2.809447 -4.640664 -0.1 -0.4 0.0
H -0.241046 2.058356 2.317315 -0.1 0.1 0.0
C -0.881583 0.778031 -2.162278 0.0 0.4 -0.8
H -0.815092 -0.463327 2.944148 0.0 0.0 0.1
C 2.724869 -3.090752 -2.847282 0.3 0.0 0.3
C 4.363333 -1.314035 -2.910214 0.1 -0.1 -0.1
C 0.071109 -0.121160 2.441027 -0.1 -0.4 0.6
C 3.137848 -1.786834 -2.126141 0.0 0.0 -0.1
H 4.582175 0.415473 -7.682309 0.0 0.1 0.0
```
Forces are in eV/Å.